1.
Molecular formula: C53H65IrN6O2P3S
Method: DFT, the ωB97M-V functional and the def2-TZVPD basis

## Properties
**HOMO (alpha / beta)**: -14.70 / -14.70 eV
**Orbital gap (alpha / beta)**: 0.1892 / 0.1892 Eh
**Total charge**: +3
**Energy above the lowest of the compared OMol25 structures with the same formula, charge and spin**: 181.46 kJ/mol

CARTESIAN COORDINATES (ANGSTROEM)
1 Ir 0.183 -0.208 0.215
2 O 0.752 1.932 -2.445
3 S 0.450 1.829 -1.033
4 C -1.039 2.773 -0.753
5 C -1.029 4.112 -1.115
6 C -2.214 4.824 -1.061
7 C -3.391 4.185 -0.681
8 C -3.385 2.841 -0.336
9 C -2.193 2.120 -0.352
10 P -2.129 0.344 -0.026
11 C -3.482 -0.261 -1.062
12 C -3.673 0.294 -2.331
13 C -4.777 -0.069 -3.083
14 C -5.668 -1.018 -2.593
15 C -5.434 -1.628 -1.370
16 C -4.343 -1.255 -0.599
17 C -2.744 -0.037 1.638
18 C -3.809 0.595 2.272
19 C -4.266 0.114 3.490
20 C -3.676 -1.000 4.076
21 C -2.604 -1.627 3.457
22 C -2.138 -1.143 2.243
23 C 1.724 2.672 -0.136
24 C 2.691 3.389 -0.817
25 C 3.768 3.893 -0.097
26 C 3.858 3.654 1.267
27 C 2.867 2.934 1.933
28 C 1.788 2.434 1.223
29 P 0.399 1.520 1.943
30 C -0.726 2.839 2.451
31 C -1.735 2.500 3.357
32 C -2.617 3.467 3.807
33 C -2.498 4.778 3.362
34 C -1.479 5.121 2.483
35 C -0.596 4.158 2.021
36 C 0.953 0.860 3.526
37 C 1.090 -0.520 3.692
38 C 1.453 -1.040 4.924
39 C 1.676 -0.185 5.994
40 C 1.532 1.189 5.836
41 C 1.165 1.717 4.609
42 H -0.113 4.589 -1.443
43 H -2.225 5.869 -1.338
44 H -4.325 4.731 -0.685
45 H -4.315 2.344 -0.097
46 H -2.971 1.024 -2.717
47 H -4.945 0.396 -4.045
48 H -6.542 -1.281 -3.174
49 H -6.109 -2.390 -1.001
50 H -4.180 -1.711 0.369
51 H -4.274 1.470 1.839
52 H -5.090 0.613 3.984
53 H -4.051 -1.377 5.018
54 H -2.141 -2.492 3.913
55 H -1.311 -1.644 1.738
56 H 2.594 3.555 -1.883
57 H 4.536 4.461 -0.606
58 H 4.703 4.036 1.825
59 H 2.948 2.763 2.998
60 H -1.811 1.484 3.726
61 H -3.394 3.198 4.511
62 H -3.187 5.534 3.716
63 H -1.365 6.148 2.159
64 H 0.204 4.450 1.354
65 H 0.883 -1.178 2.856
66 H 1.544 -2.110 5.056
67 H 1.954 -0.590 6.959
68 H 1.688 1.851 6.677
69 H 1.028 2.786 4.499
70 O -0.520 -2.082 -0.811
71 P -0.275 -2.989 -2.006
72 N 1.165 -3.766 -1.844
73 C 1.891 -4.563 -2.856
74 C 2.672 -5.597 -2.046
75 C 2.885 -4.904 -0.698
76 C 1.562 -4.180 -0.481
77 N -1.517 -4.050 -2.062
78 C -1.794 -4.957 -3.185
79 C -3.219 -5.434 -2.920
80 C -3.284 -5.475 -1.389
81 C -2.493 -4.238 -0.969
82 N -0.204 -2.177 -3.429
83 C -1.094 -1.021 -3.604
84 C -0.563 -0.353 -4.867
85 C -0.143 -1.549 -5.723
86 C 0.431 -2.547 -4.712
87 H 2.576 -3.911 -3.404
88 H 1.219 -5.023 -3.581
89 H 3.604 -5.867 -2.538
90 H 2.081 -6.503 -1.912
91 H 3.704 -4.183 -0.767
92 H 3.099 -5.608 0.103
93 H 1.638 -3.305 0.166
94 H 0.821 -4.864 -0.049
95 H -1.102 -5.806 -3.163
96 H -1.683 -4.449 -4.144
97 H -3.411 -6.402 -3.376
98 H -3.936 -4.708 -3.309
99 H -2.795 -6.377 -1.019
100 H -4.305 -5.453 -1.013
101 H -1.988 -4.348 -0.007
102 H -3.141 -3.360 -0.902
103 H -1.042 -0.381 -2.721
104 H -2.132 -1.341 -3.745
105 H 0.293 0.279 -4.621
106 H -1.327 0.255 -5.350
107 H 0.588 -1.292 -6.486
108 H -1.016 -1.978 -6.218
109 H 1.513 -2.432 -4.629
110 H 0.218 -3.576 -4.994
111 C 5.644 -1.636 0.262
112 N 4.578 -0.720 0.666
113 C 4.639 -0.295 2.057
114 C 3.432 -0.613 -0.060
115 N 2.253 -0.695 0.552
116 N 3.575 -0.460 -1.384
117 C 2.496 -0.680 -2.332
118 C 4.790 0.100 -1.973
119 H 5.784 -2.375 1.053
120 H 6.594 -1.120 0.118
121 H 5.374 -2.161 -0.650
122 H 5.594 0.205 2.222
123 H 4.590 -1.145 2.745
124 H 3.836 0.404 2.281
125 H 2.394 -0.995 1.507
126 H 1.690 -1.226 -1.862
127 H 2.880 -1.267 -3.167
128 H 2.118 0.264 -2.725
129 H 5.369 0.629 -1.221
130 H 4.501 0.808 -2.750
131 H 5.413 -0.670 -2.431

Cartesian forces (eV/Å) of the 3 atoms listed first:
Ir -1.5 3.0 -1.8
O -0.1 -0.5 -0.1
S -0.2 -0.7 1.2

***

2.
Molecular formula: C53H69AsMgN3O9P2S3Si
Method: DFT, the ωB97M-V functional and the def2-TZVPD basis

## Properties
**HOMO**: -5.29 eV
**Orbital gap**: 0.2711 Eh
**Total charge**: -1
**Energy above the lowest of the compared OMol25 structures with the same formula, charge and spin**: 97.20 kJ/mol

CARTESIAN COORDINATES (ANGSTROEM)
1 Mg 1.771 -0.544 0.371
2 C 0.785 -2.917 3.919
3 C -0.151 -1.844 3.358
4 C -1.084 -2.465 2.325
5 C -0.968 -1.229 4.497
6 O 0.585 -0.809 2.661
7 Si 1.614 0.301 3.320
8 S 2.340 1.390 1.705
9 O 2.700 -0.583 4.146
10 C 3.864 -0.307 4.906
11 C 3.474 -0.370 6.385
12 C 4.871 -1.404 4.558
13 C 4.449 1.065 4.576
14 O 0.931 1.254 4.479
15 C 0.228 2.494 4.423
16 C -0.467 2.658 5.775
17 C 1.230 3.636 4.223
18 C -0.809 2.505 3.303
19 H 0.200 -3.707 4.393
20 H 1.462 -2.483 4.649
21 H 1.373 -3.351 3.115
22 H -1.772 -3.171 2.792
23 H -0.500 -2.986 1.569
24 H -1.649 -1.675 1.831
25 H -1.586 -1.997 4.964
26 H -1.615 -0.439 4.113
27 H -0.304 -0.793 5.243
28 H 3.091 -1.364 6.621
29 H 2.688 0.361 6.575
30 H 4.331 -0.158 7.026
31 H 4.488 -2.375 4.874
32 H 5.828 -1.217 5.045
33 H 5.009 -1.430 3.477
34 H 3.711 1.840 4.788
35 H 4.693 1.116 3.516
36 H 5.346 1.241 5.170
37 H 0.266 2.593 6.580
38 H -1.210 1.873 5.919
39 H -0.962 3.629 5.822
40 H 1.915 3.683 5.071
41 H 0.703 4.587 4.137
42 H 1.803 3.451 3.318
43 H -1.541 1.711 3.448
44 H -0.329 2.344 2.338
45 H -1.333 3.461 3.279
46 C -1.149 -0.777 -3.584
47 N -2.530 -0.393 -3.280
48 C -2.821 0.620 -2.289
49 P -2.567 0.093 -0.473
50 C -3.324 -1.581 -0.636
51 C -4.680 -1.876 -0.538
52 C -5.133 -3.168 -0.759
53 C -4.239 -4.176 -1.082
54 C -2.882 -3.898 -1.155
55 C -2.428 -2.610 -0.924
56 C -3.952 1.005 0.326
57 C -4.435 2.223 -0.150
58 C -5.401 2.927 0.553
59 C -5.894 2.437 1.752
60 C -5.404 1.239 2.252
61 C -4.442 0.537 1.546
62 C -3.535 -1.155 -3.837
63 C -4.892 -0.993 -3.506
64 C -5.873 -1.772 -4.087
65 C -5.562 -2.736 -5.034
66 C -4.234 -2.886 -5.401
67 C -3.241 -2.115 -4.824
68 P 0.304 -0.124 -2.561
69 C 0.557 1.518 -3.366
70 C -0.287 2.067 -4.327
71 C -0.059 3.344 -4.822
72 C 1.022 4.089 -4.377
73 C 1.868 3.553 -3.416
74 C 1.626 2.290 -2.903
75 C 1.451 -1.128 -3.611
76 C 1.299 -2.516 -3.627
77 C 2.088 -3.308 -4.444
78 C 3.078 -2.733 -5.225
79 C 3.283 -1.365 -5.167
80 C 2.471 -0.568 -4.374
81 H -0.921 -0.549 -4.633
82 H -1.063 -1.860 -3.464
83 H -3.844 0.963 -2.419
84 H -2.151 1.468 -2.440
85 H -5.387 -1.093 -0.294
86 H -6.193 -3.381 -0.704
87 H -4.598 -5.180 -1.270
88 H -2.177 -4.687 -1.384
89 H -1.367 -2.389 -0.935
90 H -4.040 2.640 -1.065
91 H -5.771 3.867 0.162
92 H -6.646 2.988 2.303
93 H -5.770 0.854 3.195
94 H -4.065 -0.397 1.948
95 H -5.202 -0.265 -2.772
96 H -6.905 -1.623 -3.791
97 H -6.334 -3.351 -5.477
98 H -3.960 -3.611 -6.157
99 H -2.223 -2.259 -5.155
100 H -1.142 1.518 -4.702
101 H -0.734 3.761 -5.560
102 H 1.196 5.082 -4.775
103 H 2.721 4.118 -3.060
104 H 2.268 1.884 -2.132
105 H 0.569 -2.989 -2.981
106 H 1.941 -4.381 -4.456
107 H 3.703 -3.355 -5.854
108 H 4.074 -0.905 -5.743
109 H 2.652 0.496 -4.341
110 O 5.121 -0.496 0.172
111 As 4.260 -0.800 -1.335
112 O 5.234 -0.183 -2.483
113 O 2.744 -0.141 -1.169
114 C 4.200 -2.735 -1.583
115 C 5.113 -3.270 -2.483
116 C 5.117 -4.629 -2.756
117 C 4.180 -5.463 -2.160
118 C 3.262 -4.935 -1.266
119 C 3.282 -3.581 -0.973
120 S 2.162 -2.978 0.279
121 O 1.749 -4.143 1.019
122 O 2.932 -1.999 1.061
123 O 1.044 -2.291 -0.393
124 H 4.447 -0.200 0.806
125 H 5.807 -2.587 -2.958
126 H 5.851 -5.043 -3.436
127 H 4.169 -6.520 -2.389
128 H 2.525 -5.553 -0.770
129 C 1.067 5.729 1.130
130 N 0.625 4.496 0.510
131 C -0.552 4.297 -0.088
132 S -1.139 2.747 -0.297
133 N -1.305 5.361 -0.505
134 C -0.739 6.549 -1.132
135 H 1.775 5.475 1.916
136 H 0.225 6.265 1.573
137 H 1.569 6.387 0.417
138 H 1.051 3.638 0.850
139 H -2.147 5.018 -0.940
140 H -0.527 7.324 -0.394
141 H -1.463 6.946 -1.841
142 H 0.178 6.312 -1.676

Cartesian forces (eV/Å) of the 3 atoms listed first:
Mg -1.4 1.5 0.6
C 0.1 0.3 -0.1
C -0.4 -0.5 0.3

***

3.
Molecular formula: C53H70BN11OSbTi
Method: DFT, the ωB97M-V functional and the def2-TZVPD basis

## Properties
**HOMO (alpha / beta)**: -5.49 / -6.94 eV
**Orbital gap (alpha / beta)**: 0.1855 / 0.2386 Eh
**Total charge**: 0
**2S+1**: 2
**Energy above the lowest of the compared OMol25 structures with the same formula, charge and spin**: 83.29 kJ/mol

CARTESIAN COORDINATES (ANGSTROEM)
1 Ti -0.318 -0.430 0.280
2 C -0.005 -0.464 6.033
3 N -0.383 -0.744 4.672
4 C 0.372 -1.138 3.633
5 N -0.356 -1.156 2.524
6 C -1.574 -0.729 2.951
7 N -1.623 -0.487 4.233
8 C 0.273 1.014 6.216
9 C -0.383 1.747 7.201
10 C -0.151 3.116 7.313
11 C 0.696 3.759 6.442
12 C 1.361 3.030 5.444
13 C 1.151 1.647 5.359
14 C 2.176 3.696 4.485
15 N 2.353 4.989 4.348
16 N 3.094 5.185 3.267
17 C 3.371 4.011 2.750
18 O 2.817 2.999 3.493
19 C 4.079 3.732 1.547
20 C 4.512 4.766 0.702
21 C 5.136 4.461 -0.486
22 C 5.327 3.137 -0.878
23 C 4.913 2.106 -0.040
24 C 5.084 0.650 -0.411
25 N 3.915 -0.104 -0.041
26 C 2.624 0.138 -0.366
27 N 1.831 -0.692 0.326
28 C 2.704 -1.406 1.069
29 N 3.955 -1.079 0.880
30 C 4.315 2.405 1.167
31 H 0.877 -1.063 6.279
32 H -0.841 -0.765 6.667
33 H 1.401 -1.426 3.733
34 H -2.398 -0.557 2.282
35 H -1.075 1.255 7.869
36 H -0.657 3.681 8.083
37 H 0.864 4.822 6.493
38 H 1.675 1.088 4.596
39 H 4.334 5.784 1.011
40 H 5.471 5.257 -1.134
41 H 5.799 2.917 -1.825
42 H 5.921 0.207 0.136
43 H 5.268 0.543 -1.484
44 H 2.300 0.885 -1.067
45 H 2.420 -2.180 1.759
46 H 4.025 1.613 1.840
47 C -3.672 -5.158 0.927
48 Sb -2.569 -3.365 1.520
49 C -1.741 -4.304 3.300
50 C -4.194 -2.615 2.756
51 H -4.444 -5.378 1.653
52 H -3.004 -6.008 0.852
53 H -4.134 -4.998 -0.041
54 H -2.550 -4.764 3.858
55 H -1.282 -3.535 3.913
56 H -1.000 -5.059 3.064
57 H -5.019 -3.319 2.740
58 H -4.542 -1.648 2.412
59 H -3.835 -2.511 3.775
60 C 0.534 2.708 0.958
61 C -0.953 2.319 1.164
62 C -1.884 3.299 0.424
63 C -1.251 2.443 2.678
64 N -1.137 0.998 0.695
65 H 0.737 3.705 1.347
66 H 0.783 2.677 -0.104
67 H 1.161 1.983 1.492
68 H -1.677 4.325 0.717
69 H -2.916 3.059 0.668
70 H -1.766 3.190 -0.648
71 H -1.150 3.480 2.993
72 H -0.547 1.847 3.257
73 H -2.261 2.101 2.894
74 C -1.254 2.084 -5.018
75 C -1.429 2.590 -3.581
76 C -0.113 2.460 -2.802
77 C -2.657 1.981 -2.924
78 C -3.756 2.825 -2.786
79 C -4.968 2.371 -2.313
80 C -5.103 1.050 -1.937
81 C -4.021 0.186 -2.002
82 C -4.187 -1.259 -1.582
83 C -4.606 -2.110 -2.787
84 C -5.211 -1.430 -0.457
85 C -2.799 0.644 -2.520
86 N -1.739 -0.281 -2.706
87 B -0.675 -0.695 -1.826
88 N 0.153 -1.499 -2.716
89 C -0.450 -1.577 -3.964
90 C -1.589 -0.863 -3.952
91 C 1.444 -2.065 -2.566
92 C 1.632 -3.170 -1.715
93 C 2.876 -3.780 -1.669
94 C 3.922 -3.315 -2.442
95 C 3.743 -2.218 -3.255
96 C 2.517 -1.571 -3.329
97 C 2.372 -0.382 -4.255
98 C 2.451 -0.819 -5.722
99 C 3.447 0.687 -4.026
100 C 0.466 -3.691 -0.898
101 C -0.499 -4.489 -1.783
102 C 0.881 -4.565 0.286
103 H -0.580 2.746 -5.559
104 H -2.211 2.077 -5.534
105 H -0.836 1.082 -5.036
106 H -1.638 3.662 -3.668
107 H -0.074 1.541 -2.211
108 H 0.004 3.302 -2.124
109 H 0.722 2.477 -3.501
110 H -3.668 3.860 -3.080
111 H -5.810 3.041 -2.236
112 H -6.064 0.702 -1.592
113 H -3.212 -1.616 -1.209
114 H -5.552 -1.747 -3.186
115 H -4.737 -3.151 -2.496
116 H -3.858 -2.067 -3.575
117 H -6.229 -1.309 -0.822
118 H -5.029 -0.700 0.330
119 H -5.135 -2.431 -0.034
120 H -0.025 -2.159 -4.758
121 H -2.305 -0.720 -4.740
122 H 3.036 -4.637 -1.036
123 H 4.873 -3.823 -2.411
124 H 4.569 -1.871 -3.856
125 H 1.397 0.078 -4.076
126 H 3.431 -1.236 -5.941
127 H 2.289 0.040 -6.371
128 H 1.706 -1.571 -5.962
129 H 4.443 0.303 -4.232
130 H 3.432 1.073 -3.010
131 H 3.277 1.521 -4.705
132 H -0.083 -2.811 -0.502
133 H -0.035 -5.423 -2.099
134 H -0.786 -3.933 -2.671
135 H -1.403 -4.730 -1.223
136 H 1.199 -5.551 -0.049
137 H 0.027 -4.706 0.948
138 H 1.687 -4.108 0.854

Cartesian forces (eV/Å) of the 3 atoms listed first:
Ti -0.3 -1.0 1.5
C 0.0 0.2 0.4
N 0.4 -0.5 -0.9